Record 1
{"formula": "C37H54FeN3P", "method": "ωB97M-V with the def2-TZVPD basis set", "elements": ["Fe", "N", "N", "C", "C", "C", "C", "H", "H", "H", "C", "C", "H", "H", "H", "C", "C", "H", "H", "H", "C", "H", "H", "H", "C", "H", "H", "H", "C", "H", "C", "H", "C", "H", "C", "H", "C", "C", "H", "C", "C", "H", "C", "H", "N", "C", "C", "C", "H", "C", "C", "H", "H", "H", "C", "H", "C", "C", "H", "H", "H", "C", "H", "H", "H", "C", "C", "C", "P", "C", "C", "C", "C", "C", "C", "H", "H", "H", "H", "H", "H", "H", "H", "H", "H", "H", "H", "H", "H", "H", "H", "H", "H", "H", "H", "H"], "positions_angstrom": [[-0.14518, 1.81641, 0.33803], [3.09609, 1.40780, 3.22054], [0.67415, 2.42516, -1.41096], [-2.34522, 1.56365, 0.57719], [-1.82843, 2.73893, 1.25689], [-0.90216, 2.26663, 2.25979], [-0.13437, 3.09623, 3.25312], [-0.20471, 4.16872, 3.03894], [1.00333, 2.82478, 3.17311], [-0.41637, 2.89653, 4.28671], [-0.86954, 0.83211, 2.22326], [-0.13373, 0.00223, 3.22444], [-0.64080, 0.00361, 4.20750], [0.89067, 0.37486, 3.38995], [-0.05701, -1.04953, 2.90686], [-1.72501, 0.39280, 1.15951], [-2.16844, -1.02032, 0.97139], [-1.37477, -1.73257, 1.25118], [-2.45511, -1.23901, -0.07063], [-3.04173, -1.23931, 1.61533], [-2.39876, 4.11770, 1.19446], [-3.27505, 4.16990, 1.86332], [-2.72443, 4.37162, 0.17415], [-1.68777, 4.89140, 1.51649], [-3.62442, 1.54812, -0.19151], [-3.73574, 0.63603, -0.79577], [-3.70010, 2.40577, -0.87635], [-4.48440, 1.59964, 0.50802], [4.32764, 0.97845, 3.33894], [4.81151, 0.94787, 4.31297], [5.08865, 0.52761, 2.24937], [6.04352, 0.02926, 2.36075], [4.58759, 0.75050, 0.94903], [5.09226, 0.46169, 0.02862], [3.33593, 1.34358, 0.77783], [2.82919, 1.70155, -0.15324], [2.60964, 1.63280, 1.97373], [1.42799, 2.50446, 2.09458], [1.64054, 3.41283, 1.35147], [-0.43840, 1.69558, -1.66867], [0.97717, 3.34366, -2.36870], [1.92769, 3.87933, -2.19221], [0.03222, 3.16719, -3.29586], [-0.05754, 3.73809, -4.20173], [-0.82203, 2.13859, -2.92037], [-2.07650, 1.81509, -3.42908], [-2.89930, 2.91363, -3.75532], [-4.14829, 2.55418, -4.24467], [-4.79627, 3.34341, -4.58815], [-4.53012, 1.21753, -4.30043], [-5.83398, 0.87715, -4.94999], [-6.24432, -0.05923, -4.53938], [-5.72469, 0.73563, -6.04224], [-6.56619, 1.68795, -4.80069], [-3.73162, 0.18986, -3.80145], [-4.05679, -0.83464, -3.80393], [-2.46624, 0.46438, -3.29481], [-1.53367, -0.50795, -2.63762], [-0.70328, -0.74932, -3.31980], [-2.05901, -1.41761, -2.34291], [-1.06604, -0.03483, -1.71867], [-2.49001, 4.33059, -3.47106], [-1.62798, 4.64609, -4.05999], [-2.26414, 4.52928, -2.41182], [-3.31082, 4.98115, -3.74568], [4.36638, -2.91656, 2.38265], [3.60840, -2.98409, 1.04379], [3.90808, -4.30983, 0.33463], [1.78417, -2.54140, 1.18651], [0.94802, -2.30229, -0.48879], [1.96916, -1.81098, -1.51973], [0.15095, -3.50531, -1.00832], [0.85018, -3.79145, 2.19657], [0.93148, -5.22513, 1.67782], [1.28800, -3.70694, 3.66982], [4.14988, -3.78840, 3.01570], [4.15040, -1.99765, 2.94036], [5.44771, -2.92754, 2.17786], [3.98447, -2.14918, 0.42019], [3.14487, -4.60832, -0.39556], [4.86327, -4.21998, -0.20751], [4.03674, -5.12104, 1.06608], [0.23414, -1.48477, -0.26262], [2.71313, -2.59741, -1.71972], [1.47418, -1.56616, -2.47093], [2.49207, -0.90881, -1.17514], [-0.71706, -3.72279, -0.36934], [-0.23705, -3.31493, -2.02188], [0.79034, -4.39703, -1.08236], [-0.19967, -3.43930, 2.13276], [1.95910, -5.59907, 1.76419], [0.27464, -5.85831, 2.29238], [0.59325, -5.32423, 0.64226], [0.55097, -4.22262, 4.30136], [2.25818, -4.19804, 3.82074], [1.35631, -2.66570, 4.01248]], "atomic_forces_ev_per_a": [[0.13, -0.74, -0.60], [0.37, 0.01, 0.17], [0.76, -1.05, 1.85], [-0.19, 0.16, 2.27], [-0.16, -0.87, -0.10], [-0.56, 0.34, 0.74], [-5.12, 1.24, 1.41], [0.15, -0.24, 0.05], [1.31, -0.03, 0.65], [-0.07, -0.04, 0.30], [0.01, -0.20, -0.43], [0.07, -0.32, 0.21], [0.06, 0.06, -0.19], [-0.36, -0.25, -0.01], [0.05, 0.39, 0.05], [-0.15, 1.08, 0.60], [-0.10, -0.35, -0.14], [-0.24, 0.21, -0.08], [0.07, 0.07, 0.35], [0.20, -0.03, -0.23], [-0.21, 0.08, -0.11], [0.07, 0.22, -0.20], [0.04, -0.03, 0.27], [-0.11, -0.23, -0.09], [-0.03, 0.06, -0.39], [0.01, 0.24, 0.14], [-0.05, -0.18, 0.07], [0.26, -0.02, -0.30], [1.03, -1.10, -0.72], [-0.44, -0.10, 0.20], [-0.28, 0.42, -1.06], [0.05, 0.21, 0.23], [-0.95, -0.01, -0.17], [0.41, -0.05, 0.38], [-0.80, 0.54, 0.91], [0.83, -0.73, 0.58], [-0.55, 0.96, 0.80], [5.63, 0.67, -5.51], [-1.35, -1.69, 1.53], [1.89, 1.85, -0.79], [0.64, -0.96, 1.15], [-1.01, 0.13, -0.87], [0.15, 0.96, -2.24], [-0.09, -0.43, -0.28], [1.04, 0.53, 0.93], [-0.01, 0.64, 0.75], [0.02, -1.63, 0.03], [0.54, -0.03, 0.14], [-0.44, 0.03, -0.06], [-0.40, -0.14, -0.32], [-0.67, -0.18, -0.28], [0.03, 0.34, -0.15], [-0.01, 0.05, 0.41], [0.16, -0.35, -0.05], [0.59, 0.49, 0.23], [-0.39, -0.27, -0.02], [-0.21, 1.27, -0.68], [0.06, -0.41, 0.28], [-0.16, -0.06, 0.18], [-0.06, -0.15, -0.28], [-0.67, -0.69, -1.02], [-0.26, 0.34, -0.31], [-0.34, 0.08, 0.19], [0.05, -0.37, -0.28], [-0.33, 0.21, -0.04], [-0.04, 0.09, -0.10], [-0.62, -0.42, -0.50], [0.64, -0.13, -0.27], [0.17, 2.11, 1.12], [-0.02, -0.52, 0.18], [0.06, -0.03, 0.01], [0.04, -0.01, -0.36], [0.16, -0.12, -0.60], [-0.35, -0.35, 0.38], [-0.19, 0.00, -0.03], [0.01, 0.25, -0.17], [-0.08, -0.23, -0.14], [-0.18, -0.03, 0.03], [-0.25, -0.31, 0.23], [0.16, 0.11, 0.21], [-0.14, -0.18, 0.08], [-0.15, 0.13, -0.22], [0.43, -0.23, -0.16], [-0.11, 0.20, -0.02], [0.05, -0.03, 0.27], [-0.13, -0.18, -0.03], [0.29, -0.04, -0.10], [0.05, 0.11, 0.23], [-0.23, 0.19, -0.02], [0.42, -0.09, -0.02], [-0.26, -0.01, -0.04], [0.19, -0.12, -0.07], [0.19, 0.02, 0.32], [0.15, 0.04, -0.09], [-0.23, 0.15, -0.02], [0.04, -0.25, -0.13]], "e_homo_ev": [-2.1, -2.0], "homo_lumo_gap_ha": [0.176, 0.164], "total_energy_ha": -3211.25988, "spin_multiplicity": 6, "total_charge": -1}


Record 2
{"formula": "C37H54N4O11", "method": "ωB97M-V with the def2-TZVPD basis set", "elements": ["O", "C", "O", "C", "C", "C", "H", "H", "H", "H", "H", "H", "O", "C", "O", "C", "C", "C", "H", "H", "H", "H", "H", "H", "O", "C", "O", "C", "C", "C", "H", "H", "H", "H", "H", "H", "O", "C", "O", "C", "C", "C", "H", "H", "H", "H", "H", "H", "O", "C", "O", "C", "C", "C", "H", "H", "H", "H", "H", "H", "C", "O", "H", "H", "H", "H", "N", "C", "C", "C", "C", "H", "H", "H", "H", "H", "N", "C", "C", "C", "C", "H", "H", "H", "H", "H", "N", "C", "C", "C", "C", "H", "H", "H", "H", "H", "N", "C", "C", "C", "C", "H", "H", "H", "H", "H"], "positions_angstrom": [[-0.94078, 3.15873, 0.70025], [-0.34977, 3.16193, 1.76040], [-1.02233, 3.20272, 2.90405], [-0.20739, 2.92261, 4.03534], [1.09151, 2.37051, 3.42255], [1.13330, 3.04250, 2.09191], [-0.67804, 2.30263, 4.79837], [0.12247, 3.83750, 4.52754], [1.01624, 1.30065, 3.22806], [1.93538, 2.55101, 4.08843], [1.66485, 2.38408, 1.40486], [1.49827, 4.06758, 2.02775], [-4.02543, 1.69699, -5.06562], [-3.34428, 1.87617, -4.04907], [-3.80784, 2.41752, -2.91244], [-2.74397, 2.43253, -1.88172], [-1.47955, 2.43381, -2.79482], [-1.80695, 1.69109, -4.00389], [-2.71212, 1.57733, -1.20666], [-2.72435, 3.34801, -1.29043], [-0.71912, 1.90271, -2.22230], [-1.10304, 3.44931, -2.91780], [-1.76950, 0.60749, -3.89208], [-1.35553, 2.10302, -4.90646], [-5.55431, -0.97060, 0.30258], [-5.06989, -0.13207, 1.02395], [-4.08786, 0.64770, 0.68189], [-3.59281, 1.55849, 1.68229], [-4.45393, 1.33015, 2.77520], [-5.30423, 0.05191, 2.58141], [-3.62436, 2.61154, 1.40267], [-2.56625, 1.48538, 2.04135], [-4.99927, 2.14759, 3.24692], [-3.82144, 1.03661, 3.61298], [-6.28931, 0.30610, 2.97271], [-4.94071, -0.92816, 2.89029], [0.03027, -0.96593, 5.63490], [1.07602, -1.21198, 5.06185], [1.08799, -1.80671, 3.88916], [2.41181, -1.90988, 3.34069], [3.29146, -1.67185, 4.52637], [2.46749, -0.91094, 5.53231], [2.57089, -1.10277, 2.62559], [2.49150, -2.88857, 2.86750], [4.17108, -1.10473, 4.22183], [3.53082, -2.66965, 4.89408], [2.58241, 0.17298, 5.53239], [2.67015, -1.15075, 6.57611], [5.99242, 0.94519, -2.12599], [5.29273, 0.26355, -1.34209], [5.64523, -0.05759, -0.05919], [4.62842, -0.86176, 0.52840], [3.36830, -0.50226, -0.20364], [3.98146, -0.45285, -1.64432], [4.49322, -0.57202, 1.57045], [4.86907, -1.92460, 0.50451], [2.74059, 0.35049, 0.05500], [2.72827, -1.38378, -0.24070], [3.28212, 0.01756, -2.33551], [4.15588, -1.46941, -1.99687], [-0.09681, -0.07289, -0.13067], [0.19191, -0.75583, 1.08324], [0.20338, -0.60961, -1.03063], [-1.17356, 0.09484, -0.10697], [0.33482, 0.92215, -0.02245], [-0.60151, -1.23250, 1.33794], [0.79881, -2.38674, -3.76767], [1.23314, -1.30435, -4.40898], [2.45155, -1.48843, -4.91146], [2.76322, -2.84368, -4.59577], [1.68912, -3.39556, -4.03987], [-0.08351, -2.42779, -3.27784], [0.66103, -0.39580, -4.52565], [3.06869, -0.79315, -5.46114], [3.66001, -3.42299, -4.75876], [1.53571, -4.40137, -3.67763], [1.79371, 3.63609, -1.47889], [2.66361, 2.90067, -2.24228], [3.81008, 3.74733, -2.47454], [3.50899, 5.01404, -1.82570], [2.27810, 4.87707, -1.19614], [0.87824, 3.26822, -1.26283], [2.46926, 1.87092, -2.50350], [4.74318, 3.50016, -2.95893], [4.11689, 5.90172, -1.92009], [1.70874, 5.58856, -0.61647], [-2.24110, -3.61125, -2.28599], [-2.67445, -3.43486, -3.63441], [-3.35811, -2.19637, -3.74142], [-3.24224, -1.54692, -2.46520], [-2.52022, -2.38948, -1.65305], [-1.88302, -4.46388, -1.87993], [-2.41590, -4.28385, -4.24986], [-3.84038, -1.87901, -4.65416], [-3.72366, -0.66877, -2.06087], [-2.17901, -2.21725, -0.64294], [-1.26651, -4.20842, 1.18455], [-0.91469, -3.35767, 2.18078], [-2.00601, -2.67080, 2.62350], [-3.07579, -3.13674, 1.78517], [-2.55761, -4.16685, 1.05577], [-0.70230, -4.93966, 0.77585], [0.10507, -3.16345, 2.47871], [-2.00816, -1.88273, 3.36196], [-4.10340, -2.80444, 1.78497], [-2.92657, -4.88347, 0.33694]], "atomic_forces_ev_per_a": [[0.76, 0.27, 0.40], [0.04, -0.71, -0.88], [-1.35, -0.01, 0.70], [1.88, 0.26, 0.39], [-0.31, -0.41, 1.16], [-0.31, -0.13, -1.18], [-0.33, -0.16, -0.54], [-0.63, 0.41, -0.01], [-0.05, -0.18, 0.19], [0.04, 0.03, -0.16], [-0.06, 0.55, -0.45], [0.46, -0.05, 0.25], [1.16, 0.06, 2.87], [-0.71, 0.73, -3.52], [0.09, -0.64, 1.34], [1.18, 0.63, -1.97], [1.25, 0.13, 3.14], [-2.30, -0.06, -0.73], [-0.76, -0.15, -0.26], [-0.73, -0.11, -0.16], [0.41, 0.13, 0.08], [-0.21, -0.05, -0.44], [0.88, -0.13, -0.20], [-0.13, -0.58, -0.07], [0.47, 0.53, -0.12], [-2.16, -1.20, 2.29], [2.57, 1.18, -2.21], [0.78, 1.50, -1.44], [-1.31, -2.05, 6.11], [0.05, 1.31, -2.48], [-0.30, -0.20, -1.02], [0.30, -1.13, -1.12], [-0.37, 0.13, -0.85], [0.22, 0.28, 0.42], [-0.23, -0.86, -0.61], [0.17, 0.37, 0.94], [1.01, -0.14, -0.69], [-1.83, 0.72, 2.32], [-0.34, -0.52, -1.44], [-0.52, 0.81, -0.11], [1.48, -0.47, 0.16], [-0.07, 0.27, 0.14], [-0.44, -0.18, -0.38], [0.17, 0.15, 0.01], [0.27, -0.44, 0.18], [0.53, 0.27, 0.42], [0.14, 0.13, -0.47], [-0.36, -0.42, -0.12], [-2.34, -2.30, 3.21], [2.05, 1.39, -3.13], [0.42, 0.42, -0.69], [-0.72, 1.12, 1.49], [-0.33, -2.28, -2.35], [-0.95, 1.06, 1.02], [0.66, 0.01, 0.18], [0.08, 0.01, -0.34], [0.69, 0.23, 0.29], [-0.42, 0.08, 0.48], [0.66, 0.16, -0.21], [0.26, 0.00, 0.01], [-0.75, 0.42, 1.19], [0.55, -0.12, -0.29], [0.26, 0.03, -0.07], [-0.26, 0.17, -0.64], [0.26, -0.06, -0.60], [0.00, -0.25, 0.33], [-1.59, -1.11, -0.04], [-0.98, 3.37, -0.19], [1.79, -0.77, -0.47], [1.66, -0.24, -1.29], [-0.87, -1.20, 2.22], [0.32, -0.26, -0.32], [-0.27, -0.08, 0.37], [-0.17, 0.00, 0.12], [0.06, 0.29, -0.38], [0.03, 0.10, 0.08], [-0.30, -0.99, -0.14], [2.54, 2.08, -0.17], [-2.40, -0.31, 1.10], [-0.31, -1.56, -0.44], [0.62, 0.41, -0.63], [0.05, 0.45, 0.34], [-0.07, 0.24, -0.05], [-0.25, -0.14, -0.10], [-0.06, -0.07, 0.36], [-0.02, -0.09, -0.13], [-1.04, 2.77, -1.86], [0.68, -1.03, 2.98], [0.53, 0.62, 1.53], [-1.01, -0.68, -2.66], [1.00, -2.63, 1.02], [0.16, 0.31, -0.03], [-0.45, 0.38, -0.71], [-0.02, 0.27, 0.16], [0.05, 0.27, -0.40], [-0.11, -0.06, 0.09], [3.19, -0.67, 0.91], [1.95, 0.91, 0.90], [-0.57, 0.02, -1.27], [-0.75, 0.16, 1.08], [-3.13, -0.36, -2.30], [0.16, 0.25, 0.40], [-0.13, -0.46, -0.08], [0.00, -0.13, 0.02], [0.01, -0.21, 0.05], [-0.95, 0.22, 0.15]], "e_homo_ev": [-9.9, -9.9], "homo_lumo_gap_ha": [0.239, 0.090], "total_energy_ha": -2488.52065, "spin_multiplicity": 2, "total_charge": 1}